Below is C20H49AgCl3O13P3 as an isolated structure, with properties calculated with ωB97M-V with the def2-TZVPD basis set.

## Properties
Calculated total energy (Eh): -4320.636084
Multiplicity: 3
Highest occupied orbital energy (spin up / spin down) (eV): -14.7769 / -14.7761
LUMO level (spin up / spin down) (eV): -5.25 / -11.52
Total charge: +2
Expectation value of S²: 2.02

Positions of all 89 atoms, in Å:
H 8.4067 -19.9595 6.2330
C -2.7159 -15.8960 0.6706
H 0.3204 -22.5656 2.9867
H 9.9440 -19.6207 5.3299
H 9.3372 -16.5619 10.1143
O 8.8582 -18.1176 6.2966
O -0.2454 -17.4815 2.7427
H 6.1794 -14.9852 2.4238
H 10.6892 -15.5671 9.3416
H 2.5377 -18.8945 -0.4559
C 8.3670 -18.9160 4.1556
H 5.2641 -20.4018 8.3995
H 8.9329 -18.0601 3.7878
O 2.3943 -15.7326 3.8184
H 8.7219 -19.7161 3.5059
P -0.4208 -18.1656 1.4126
H 3.2984 -11.2446 2.0794
H 6.4603 -16.6404 2.0383
C 4.6594 -16.1248 6.1879
H 4.3701 -17.1109 6.5510
C 8.9128 -19.3181 5.5115
H 3.7472 -17.7334 0.0087
H 5.4924 -18.9094 7.5808
H 8.0990 -14.6228 8.4754
H -2.8726 -17.1196 2.4834
H 1.8415 -16.1298 -0.4780
O 9.5534 -16.5813 8.1032
H 5.0360 -16.1155 -0.0347
C 5.4764 -15.2989 0.5374
O -1.9759 -18.2238 0.9539
H 6.7882 -16.3114 6.4915
C 2.1848 -19.0020 5.4593
C 4.0425 -12.0213 2.2559
H 3.1557 -12.3525 4.1114
C 2.7313 -18.0648 0.2240
H 6.3308 -18.6466 9.9329
C 6.0359 -19.6839 8.1220
H 1.6476 -21.8438 2.0226
Cl -0.3342 -17.9974 10.1180
H 4.8762 -14.3890 0.5421
H 5.7828 -15.8924 7.9750
O 0.1066 -19.6888 1.3801
O 4.3702 -16.0619 2.2071
C 8.8796 -14.5697 9.2343
Cl 2.2555 -19.4582 9.6983
C 9.6425 -15.8711 9.3284
H 0.3813 -20.0907 3.3659
H -3.1367 -16.0974 -0.3145
C 5.9548 -15.7462 6.9086
H 9.5221 -13.6939 9.1428
C -2.8999 -17.2319 1.3996
H 2.9037 -19.3199 6.2143
O 4.8941 -16.1043 4.7883
C 6.9971 -19.1076 9.2037
O 0.3990 -17.5460 0.0918
C -0.0805 -20.5381 2.4858
H 7.2945 -18.7240 4.1271
H 2.7149 -18.8972 4.5127
H -3.9319 -17.5819 1.4246
H 6.1677 -14.6873 6.7620
H 2.7761 -18.4884 1.2273
Cl 2.4526 -16.5184 9.9321
H 6.4316 -15.0152 0.0956
Ag 0.4213 -16.0624 4.7413
P 3.8604 -15.5337 3.6806
H 1.1436 -17.8780 8.3176
C 0.5731 -21.8485 2.2056
H 4.2228 -12.4003 1.2500
H 8.4070 -14.3511 10.1918
C 1.6935 -16.9545 0.2191
O 1.3132 -17.9440 5.6802
H -1.1581 -20.6523 2.6034
H -1.7156 -15.4719 0.5826
C 5.7343 -15.8375 1.9102
O 4.2910 -13.9784 3.6355
C 1.3389 -17.9331 9.3886
H 4.9266 -11.5666 2.7028
H 0.0841 -22.2733 1.3289
H -3.2276 -15.0886 1.1945
C 3.4207 -12.9252 3.2226
O 10.1443 -19.1110 8.2979
H 3.7381 -15.5744 6.3791
H 2.4635 -13.3228 2.8854
H 1.8070 -16.4459 1.1765
H 7.6220 -19.8078 9.7581
P 9.0943 -18.1311 7.9432
H 1.5421 -19.8791 5.3839
H 6.5899 -20.0960 7.2786
O 7.6357 -18.0666 8.5836

Below is C20H50AlF3N3O3 as an isolated structure, with properties calculated with ωB97M-V with the def2-TZVPD basis set.

## Properties
Calculated total energy (Eh): -1724.021512
Multiplicity: 1
Highest occupied orbital energy (eV): -4.2583
LUMO level (eV): 2.07
Total charge: -1

Positions of all 80 atoms, in Å:
C 2.8281 -5.8443 3.6338
C 2.4924 -2.6347 0.4084
C 2.7007 -2.2175 -1.0442
N 2.3430 -3.3362 -1.9215
H 2.5918 -1.7782 1.0800
C -3.3878 2.6190 -4.0559
H -3.6333 0.1017 4.5889
H 3.2161 3.0803 -3.4303
H -1.2841 0.4122 -4.3983
H 1.1198 2.6899 -5.4607
H -4.3346 3.7583 -2.4594
H 1.3213 -6.3005 5.0533
H -2.7337 -0.8540 2.4901
H 3.2271 -3.3833 0.7023
H 0.4231 1.6004 -2.1207
H 5.1944 -3.8039 2.7186
H 1.5088 -3.0774 0.5662
H -2.5947 3.8740 -2.4386
H 1.4637 -3.6227 3.9352
O 3.4305 -4.7776 2.9336
H -3.5411 -0.5205 0.9562
H 3.4552 -5.5982 6.2802
H -5.1960 -0.3362 2.6093
H 1.3287 -3.3994 -1.9341
H 0.2306 -0.2964 0.2879
H 3.0351 3.7758 -5.0119
F -4.1935 6.0910 -2.9799
H -1.3564 2.3018 -6.2435
H 3.0236 -3.9262 5.9007
H 3.7701 -2.0248 -1.1789
H 1.5323 1.6831 -4.0946
F -4.2195 5.1719 -4.9497
C -4.4626 0.4763 2.6133
H 2.1836 -0.1220 -0.7066
H 0.6224 3.2885 -1.5898
H 3.5950 -6.5448 3.9924
H 2.3590 -0.5885 -2.3983
O -2.2746 0.9164 1.5293
H -1.7696 2.1288 3.1455
C -3.2185 -0.0658 1.8965
H 1.9411 -4.9057 6.8716
H -0.3223 -1.9767 0.0218
O 0.5855 -1.0627 -1.6123
H -5.3413 1.3245 0.9769
H -4.3381 2.3051 1.7575
H -1.1814 -0.6234 -0.7298
H -5.1712 0.9724 4.5903
C -3.4543 3.8238 -3.1024
C 4.5981 -4.2392 3.5202
H 2.2279 -6.3742 2.8898
C 2.6271 -4.9335 6.0254
H 1.7592 5.6293 -4.2343
Al -1.5269 1.9969 -4.6415
H -0.4648 1.6606 2.0512
N -5.0651 1.6117 1.9111
H -3.9916 2.8025 -4.9417
C 2.1979 4.9756 -3.4835
C 0.0156 2.6074 -2.2012
H 3.1266 5.4470 -3.1551
H -3.8674 1.7793 -3.5476
C -0.0433 3.0339 -3.6776
C 1.2695 2.7028 -4.3816
H 0.3643 -4.7456 3.6012
H 4.3638 -3.4465 4.2354
C -4.2203 0.8620 4.0693
H -0.9716 2.5752 -1.7333
H 1.5290 4.9253 -2.6310
C -3.5431 5.1757 -3.7739
C 1.9742 -0.9221 -1.4308
F -2.3176 5.7218 -4.0346
H -0.2973 4.0903 -3.7634
C 2.5060 3.6025 -4.0720
C 1.8968 -5.4122 4.7747
H -1.1148 0.4683 3.1966
H 2.5897 -3.0997 -2.8779
C -0.1978 -0.9915 -0.4413
C -1.3715 1.3082 2.5427
H 5.1897 -5.0140 4.0177
N 0.9396 -4.3850 4.3565
H -3.6961 1.8138 4.1522

Below is C20H50Br6N6O8P2 as an isolated structure, with properties calculated with ωB97M-V with the def2-TZVPD basis set.

## Properties
Calculated total energy (Eh): -17849.348076
Multiplicity: 1
Highest occupied orbital energy (eV): -8.3759
LUMO level (eV): -0.28
Energy relative to the best compared isomer or geometry (same formula, charge and spin) (kJ/mol): 0.00

Positions of all 92 atoms, in Å:
N -0.9164 -1.5533 3.0880
H -1.3759 1.8658 -0.4584
H -7.0339 2.3098 -0.5776
H -7.4908 -0.5894 -1.6274
H -1.0294 -4.4679 4.6098
H -3.2780 -0.9952 -1.4880
H -0.9721 0.4728 3.6854
H -0.6207 -5.8600 3.6506
N -0.9653 -4.1051 2.5339
C -5.0211 2.4880 1.9083
Br -3.8629 5.4230 -0.0219
H -1.9590 -2.1064 4.8699
C -5.4903 0.8046 -2.5328
O 3.4312 0.1312 0.3578
Br -1.1086 4.8047 -1.4200
H 8.4173 -3.9681 -3.0077
N 0.6490 -2.4529 1.2570
H 1.1875 2.9653 -0.8121
C 1.0438 2.6045 0.2096
H 5.2836 -0.6823 0.7129
H 2.0296 -4.0414 1.2759
H 5.3241 0.6643 -0.3848
H 1.7379 -3.3239 -0.2904
H -5.7059 3.2695 -1.2038
H 2.6979 -2.4225 0.8853
H -3.9660 2.5056 2.1874
H 0.4088 -1.7598 -0.6616
O 1.1076 -3.1280 3.7334
H 1.4601 3.3697 0.8616
H 4.6991 -0.7729 -1.0146
O 6.2639 1.8665 -3.8319
O -4.7464 -0.3062 1.2357
C -1.2631 -4.9676 3.6699
C 7.3755 2.2527 -3.5771
N -5.2317 2.1178 0.5270
H -1.0895 -4.2193 0.4670
H -1.6314 6.4489 0.3672
H -2.5815 -3.6186 1.2628
H 8.9011 1.3528 -6.1685
H -2.0060 -0.8277 -0.2986
H -1.1490 -2.0170 0.2679
H 8.8035 0.0852 -4.8802
O 8.4651 2.0465 -4.3274
H -6.8818 -0.9157 -0.0287
C -2.5322 -0.3019 -1.1153
H 7.3534 0.7870 -5.5777
N -5.5564 0.1463 -1.2421
H -1.7694 0.0163 -1.8226
C -2.3064 1.8103 0.1117
H -2.6957 -0.8304 3.8936
C 2.9335 1.2815 -0.0912
O 1.6728 1.3435 0.3097
C 1.8437 -3.0941 0.7735
Br 6.6427 -5.5556 -3.5300
C -1.7304 -4.3113 1.3425
C -6.1583 2.9021 -0.2747
H 0.0413 0.0947 2.2664
H -5.4158 3.4898 2.0971
C 6.7280 3.4766 -1.6783
N -3.2000 0.8742 -0.5601
H -2.8481 -2.4567 3.3570
H -6.5494 3.7672 0.2582
H 5.7462 3.0750 -1.9256
C -0.1048 -1.7027 0.2945
H -4.5548 1.3589 -2.5958
H 0.5688 -0.2895 3.9069
C 7.5424 -4.2559 -2.4493
P -4.7027 0.6024 0.0817
O 3.5272 2.1279 -0.6907
Br -1.4902 4.4006 1.7375
C -6.5862 -0.8650 -1.0803
H -0.1655 -0.6295 0.5155
H -2.0386 1.4745 1.1273
H -2.7866 2.7852 0.1575
H -5.5622 1.8353 2.6031
C -0.3024 -0.2593 3.2380
H -0.0181 2.4583 0.3404
C 8.3792 1.0049 -5.2796
H -5.4563 0.0453 -3.3186
Br 8.1875 -4.9773 -0.7934
H -6.3401 1.4733 -2.6810
C -1.9610 5.4405 0.1815
H -6.2508 -1.8646 -1.3664
H 6.6788 4.5628 -1.7612
H 6.9276 3.2319 -0.6362
H -2.1688 -5.3087 1.3569
H -2.2938 -5.3189 3.6882
P 0.0614 -2.8539 2.7328
Br 6.4638 -2.7047 -2.1678
C 4.7266 -0.2030 -0.0834
C -2.1477 -1.7747 3.8404
O 7.7579 2.9435 -2.5010

Below is C20H50EuN2O4Si2 as an isolated structure, with properties calculated with ωB97M-V with the def2-TZVPD basis set.

## Properties
Calculated total energy (Eh): -2491.631215
Multiplicity: 8
Highest occupied orbital energy (spin up / spin down) (eV): -6.4858 / -6.7660
LUMO level (spin up / spin down) (eV): 0.09 / 0.09
Expectation value of S²: 16.10
Energy relative to the best compared isomer or geometry (same formula, charge and spin) (kJ/mol): 0.00

Positions of all 79 atoms, in Å:
H -3.2856 1.4930 -2.2665
H 0.2938 2.7046 -3.0878
H 0.9131 0.9120 5.1030
H 2.6213 0.8210 5.6046
N 1.6224 -0.8419 2.8994
C -2.9754 0.0190 0.6257
C -2.9257 -0.2035 2.1252
H -3.0568 4.4804 -2.9881
C -0.0547 4.3233 -1.6732
H -0.2091 -2.4746 1.1806
C 0.8962 -2.3177 -3.2184
C 1.8338 0.3075 5.0349
C -3.4847 3.6510 -2.4166
C -0.1135 0.1146 -1.3648
Eu 2.0496 -0.8533 -0.0833
H 2.6794 -5.9251 -0.3820
C -2.2353 3.3615 1.3514
H -0.9778 0.9521 -1.2963
C 1.1632 -5.2308 2.1305
H 1.8846 -2.0171 -3.6000
O -1.4610 2.3854 -2.0654
H 1.6174 -6.2152 1.9455
O 2.9611 1.3684 0.5697
H 1.0404 -2.9235 -2.3129
H -3.2145 3.2017 1.8198
C -2.0311 -1.4345 -3.0625
H 4.3082 2.6686 2.6376
H -3.5412 -1.0806 2.3488
Si 1.7864 -4.0047 0.8615
C 2.2962 -4.9404 -0.6853
H 0.2793 -2.1537 3.1931
H 0.0313 -0.3285 -5.4153
H -2.3585 4.0039 0.4708
H 4.1536 2.0509 4.3086
H 0.5326 3.8515 -0.8692
H -2.3395 -1.7335 -4.0734
H 1.4322 -5.0946 -1.3441
H 0.4419 -2.9764 -3.9781
C -2.7622 2.3593 -2.6876
H 2.8053 2.9468 3.5782
C 3.0643 0.9583 2.8541
H 4.0549 -2.8767 0.7738
C 3.6163 2.2303 3.3654
H 1.6129 -0.6607 5.4994
N 3.1722 0.5332 1.5553
H 3.7931 -3.8729 2.2177
C -1.5977 2.0557 0.9563
H 0.7975 0.7516 -1.3277
C 2.2291 0.1156 3.6190
H -4.0224 -0.0323 0.2972
O -2.4780 1.2604 0.1183
Si -0.2528 -0.8363 -3.0156
H -2.7151 -0.6492 -2.7183
H -1.9190 -0.4287 2.4962
H -0.1071 -3.0254 -0.4994
H -0.3008 -0.5114 -0.4631
H -2.1495 -2.3025 -2.4015
H -3.3475 0.6555 2.6592
H -1.2683 1.4932 1.8453
C 0.5014 -2.7541 0.3831
H -2.6295 2.2041 -3.7790
H 3.0868 -2.2437 2.1654
H -0.6831 2.2299 0.3579
H -0.7187 1.0591 -4.6129
H -4.5272 3.5532 -2.7164
H -1.5941 3.8529 2.0922
H -0.8867 4.8973 -1.2333
H -1.0496 3.8272 -3.5131
H 0.0717 -5.3404 2.0529
H -2.4364 -0.7788 0.0855
C 0.0465 0.2789 -4.4995
H 1.4071 -4.9274 3.1588
H 1.0260 0.7734 -4.4546
C -0.5386 3.3058 -2.6846
H 0.5951 5.0296 -2.2071
C 3.3140 -3.1408 1.5523
H -3.4556 3.8946 -1.3500
H 3.0826 -4.4232 -1.2529
O 0.5895 -1.3821 3.7054